[1]
A molecular structure, C30H54BClO2P2PtSi2. Source: the Open Molecules 2025 dataset; level of theory: ωB97M-V/def2-TZVPD.

Geometry as XYZ:
```
93
Properties=species:S:1:pos:R:3:mulliken_charge:R:1
Pt -0.514 0.206 -0.539 1.02
C 2.340 -0.976 1.346 -0.43
C 2.256 -2.064 0.443 0.32
C 2.941 -1.665 -0.745 -0.62
Si 1.204 -3.562 0.831 -0.05
C 3.360 -0.316 -0.589 -0.58
C 2.942 0.134 0.703 0.46
Si 2.909 1.837 1.478 -0.20
H 1.980 -0.986 2.373 0.32
H 3.108 -2.296 -1.617 0.52
H 3.900 0.284 -1.317 0.54
Cl -3.709 1.426 -4.190 -0.17
C 2.926 1.600 3.333 -1.10
C 4.408 2.761 0.869 -1.11
C 1.308 -3.843 2.675 -1.03
C 1.896 -5.003 -0.128 -1.10
H 5.295 2.116 0.952 0.38
H 4.588 3.655 1.484 0.35
H 4.324 3.077 -0.180 0.29
H 1.913 1.398 3.713 0.20
H 3.308 2.503 3.831 0.39
H 3.573 0.754 3.605 0.36
H 2.990 -5.019 -0.023 0.38
H 1.663 -4.967 -1.200 0.29
H 1.509 -5.948 0.279 0.34
H 2.337 -3.675 3.022 0.35
H 1.021 -4.872 2.931 0.41
H 0.645 -3.155 3.217 0.08
C 1.261 2.709 1.061 -0.79
C -0.618 -3.170 0.415 -0.93
P 0.333 2.284 -0.465 0.29
H 1.454 3.795 1.072 0.82
H 0.555 2.506 1.881 0.08
P -1.046 -1.963 -0.901 0.43
H -1.080 -2.765 1.329 0.20
H -1.121 -4.127 0.192 0.94
C -2.867 -2.131 -1.231 0.81
C -0.217 -2.712 -2.384 1.54
C 1.571 2.671 -1.794 1.73
C -0.997 3.570 -0.683 0.84
C -2.409 2.994 -0.532 -1.22
H -0.872 3.889 -1.732 0.27
C -0.846 4.784 0.239 -1.65
H -0.930 4.489 1.292 0.23
H -1.665 5.484 0.024 0.50
H 0.094 5.327 0.093 0.29
H -2.604 2.196 -1.259 -0.05
H -3.139 3.798 -0.705 0.59
H -2.557 2.607 0.484 0.16
H 2.424 2.009 -1.564 -0.75
C 2.031 4.139 -1.769 -1.67
C 1.021 2.317 -3.176 -0.87
H 2.542 4.426 -0.840 0.32
H 1.185 4.823 -1.933 0.32
H 2.740 4.291 -2.597 0.46
H 0.824 1.243 -3.276 -0.29
H 1.758 2.605 -3.940 0.54
H 0.090 2.864 -3.385 0.23
H 0.849 -2.744 -2.097 -0.62
C -0.371 -1.822 -3.615 -0.77
C -0.706 -4.136 -2.693 -1.74
H -0.553 -4.847 -1.870 0.33
H -0.145 -4.513 -3.560 0.44
H -1.771 -4.139 -2.966 0.34
H 0.106 -0.844 -3.476 -0.42
H -1.431 -1.657 -3.859 0.25
H 0.099 -2.315 -4.477 0.54
C -3.662 -0.924 -0.729 -1.37
C -3.505 -3.419 -0.697 -1.63
H -2.920 -2.137 -2.334 0.25
H -3.466 -3.459 0.399 0.27
H -3.056 -4.332 -1.101 0.30
H -4.565 -3.422 -0.987 0.48
H -3.619 -0.855 0.366 0.19
H -4.713 -1.047 -1.026 0.57
H -3.296 0.014 -1.162 0.06
C -2.398 1.338 -5.361 -0.44
H -1.462 0.971 -4.924 -0.02
H -2.726 0.679 -6.173 0.32
H -2.255 2.338 -5.784 0.32
O -1.183 1.396 2.302 -0.70
B -0.989 0.255 1.457 -0.38
O -1.135 -0.903 2.303 -0.07
C -1.450 -0.461 3.551 0.67
C -1.483 -1.203 4.718 -1.09
C -1.502 -0.488 5.920 -0.59
C -1.434 0.910 5.931 -0.65
C -1.400 1.647 4.747 -0.98
C -1.438 0.929 3.562 0.42
H -1.475 -2.291 4.677 0.45
H -1.564 -1.039 6.866 0.38
H -1.404 1.438 6.889 0.38
H -1.314 2.732 4.731 0.50
```

## Properties
- Maximum force: 3.22 eV/Å
- Highest occupied orbital energy (alpha / beta): -3.88 / -7.83 eV
- Multiplicity: 5

[2]
2 unconnected molecules or ions with the total composition C5H11NO2S. Source: the Open Molecules 2025 dataset; level of theory: ωB97M-V/def2-TZVPD.

Geometry as XYZ:
```
20
Properties=species:S:1:pos:R:3:mulliken_charge:R:1
C -0.340 -1.767 -0.071 0.20
C -1.563 -2.646 0.107 -1.24
C 1.699 1.063 1.181 -1.17
C 1.253 1.800 -1.181 -1.31
C 1.546 0.774 -0.361 0.31
N -0.476 -0.536 0.167 -0.36
O -1.567 1.328 -1.109 -0.47
O -1.664 1.354 1.382 -0.49
S -1.930 0.532 0.275 0.56
H 0.541 -2.354 -0.164 0.41
H -2.524 -2.080 0.128 0.29
H -1.592 -3.071 1.002 0.38
H -1.533 -3.352 -0.740 0.32
H 1.973 0.256 1.830 0.33
H 2.416 1.724 1.430 0.53
H 0.743 1.605 1.625 0.13
H 1.173 1.766 -2.291 0.40
H 1.098 2.773 -0.912 0.33
H -0.777 0.953 -1.483 0.38
H 1.523 -0.123 -0.815 0.48
```

## Properties
- Energy relative to the best compared isomer or geometry (same formula, charge and spin): 4.921 eV
- Maximum force: 5.47 eV/Å
- Highest occupied orbital energy: -8.48 eV

[3]
3 unconnected molecules or ions with the total composition CH9N5. Source: the Open Molecules 2025 dataset; level of theory: ωB97M-V/def2-TZVPD.

Geometry as XYZ:
```
15
Properties=species:S:1:pos:R:3:mulliken_charge:R:1
C 10.172 0.485 -0.595 -0.10
N 10.978 -0.293 -0.019 0.21
N -13.069 0.572 0.509 -0.11
N -12.458 -0.494 -1.139 -0.35
N 12.230 0.181 0.221 -0.47
N -13.016 -0.252 1.358 0.15
H 10.516 1.465 -0.730 0.20
H 9.206 0.278 -0.927 0.29
H 11.075 -1.337 -0.099 0.34
H -11.600 0.080 -1.102 0.33
H -13.059 -0.553 -1.918 0.27
H 12.860 -0.175 0.861 0.26
H 12.263 1.221 0.160 0.26
H -12.678 -1.220 1.146 0.36
H -13.420 0.040 2.275 0.33
```

## Properties
- Energy relative to the best compared isomer or geometry (same formula, charge and spin): 6.479 eV
- Maximum force: 6.08 eV/Å
- Highest occupied orbital energy (alpha / beta): -16.44 / -16.44 eV
- Net charge: +2

[4]
A molecular structure, C23H28Br54N2O3S. Source: the Open Molecules 2025 dataset; level of theory: ωB97M-V/def2-TZVPD.

Geometry as XYZ:
```
111
Properties=species:S:1:pos:R:3:mulliken_charge:R:1
C -3.802 1.093 3.052 -0.42
O -4.785 1.404 2.082 -0.26
C -4.667 0.754 0.848 -0.07
S -3.130 1.324 0.025 0.03
C -4.836 -0.769 0.936 -0.57
O -3.722 -1.544 0.500 -0.38
C -2.991 -2.200 1.454 0.10
N -1.593 -1.914 1.311 -0.30
O -3.143 -3.637 1.206 -0.13
C -4.148 -4.097 1.822 0.56
N -5.077 -4.429 2.409 -0.48
H -4.074 1.613 3.955 0.22
H -2.816 1.422 2.750 0.32
H -3.785 0.032 3.287 -0.05
H -5.471 1.138 0.244 0.47
H -2.883 0.290 -0.771 -0.05
H -5.668 -1.039 0.302 0.36
H -5.125 -1.021 1.951 0.20
H -3.356 -1.995 2.456 0.01
H -1.164 -1.816 2.223 0.26
H -1.522 -0.995 0.882 0.10
C 0.030 -4.427 -0.251 0.68
Br 0.718 -4.653 1.529 -0.10
Br 1.407 -3.862 -1.475 -0.06
Br -0.803 -6.026 -0.898 0.05
H -0.721 -3.648 -0.210 -0.58
C -5.840 4.804 3.105 -0.21
Br -4.178 5.248 2.250 0.06
Br -5.580 4.230 4.922 -0.05
Br -7.084 6.268 3.021 -0.04
H -6.274 3.978 2.561 0.21
C 0.255 5.978 1.546 -0.41
Br -0.685 4.469 0.814 0.05
Br 0.668 7.259 0.173 -0.03
Br -0.723 6.792 2.983 -0.04
H 1.193 5.620 1.942 0.40
C -0.615 3.278 -2.801 -0.10
Br 0.637 3.256 -4.261 -0.01
Br -2.408 3.516 -3.429 -0.02
Br -0.464 1.695 -1.714 0.11
H -0.366 4.124 -2.176 0.16
C -2.014 -9.079 1.737 -0.42
Br -0.137 -9.053 1.347 0.10
Br -2.621 -7.390 2.430 0.00
Br -3.029 -9.615 0.196 -0.01
H -2.185 -9.816 2.508 0.36
C 3.610 -9.879 -0.537 0.68
Br 5.484 -9.912 -0.953 -0.03
Br 3.079 -8.184 0.212 -0.09
Br 2.529 -10.334 -2.058 -0.02
H 3.437 -10.635 0.217 -0.64
C 3.322 6.463 -4.643 -0.41
Br 4.780 7.655 -5.037 -0.04
Br 2.411 6.950 -3.022 0.12
Br 2.112 6.319 -6.128 -0.03
H 3.747 5.484 -4.478 0.39
C 8.216 7.252 -3.186 0.30
Br 8.725 8.868 -2.285 0.03
Br 9.331 6.906 -4.713 -0.01
Br 8.181 5.753 -1.980 -0.02
H 7.209 7.389 -3.547 -0.28
C 3.626 0.463 -2.065 -0.31
Br 5.470 0.366 -2.594 -0.04
Br 3.199 2.181 -1.313 -0.01
Br 2.449 -0.007 -3.512 -0.02
H 3.477 -0.269 -1.286 0.34
C -6.745 -3.170 5.362 -0.09
Br -5.181 -2.174 4.853 0.10
Br -6.347 -4.423 6.758 -0.01
Br -8.192 -2.001 5.835 -0.01
H -7.046 -3.735 4.493 0.07
C 2.896 -10.579 3.670 -0.08
Br 3.994 -11.613 2.480 0.02
Br 1.153 -11.358 3.881 -0.01
Br 3.746 -10.296 5.369 -0.03
H 2.770 -9.609 3.209 0.15
C 2.638 11.554 -4.411 -0.34
Br 3.320 11.229 -2.642 -0.02
Br 4.024 12.159 -5.599 -0.02
Br 1.746 10.004 -5.106 0.00
H 1.909 12.346 -4.337 0.35
C 1.799 -13.875 -0.358 -0.33
Br 3.547 -13.499 -1.060 -0.03
Br 1.890 -15.011 1.189 -0.02
Br 0.847 -12.246 0.017 0.03
H 1.250 -14.406 -1.120 0.37
C 10.226 9.648 1.799 -0.37
Br 8.361 9.970 2.148 0.04
Br 10.501 7.892 1.079 0.01
Br 10.966 11.003 0.655 -0.01
H 10.744 9.702 2.744 0.34
C 6.799 12.537 4.791 0.04
Br 8.479 12.800 5.684 -0.01
Br 5.661 11.333 5.765 0.00
Br 5.920 14.207 4.430 0.00
H 7.016 12.075 3.840 -0.04
C -7.281 -6.725 1.537 0.47
Br -6.106 -6.839 0.027 -0.03
Br -9.097 -6.381 1.005 -0.04
Br -7.150 -8.287 2.651 -0.03
H -6.946 -5.882 2.123 -0.36
C -3.934 2.030 -7.707 -0.32
Br -2.244 2.464 -6.905 0.01
Br -4.919 0.788 -6.619 0.00
Br -4.961 3.611 -8.081 -0.03
H -3.735 1.545 -8.650 0.33
C -1.515 -3.280 -4.089 -0.10
Br -2.520 -4.763 -4.778 -0.03
Br -1.061 -2.026 -5.474 -0.05
Br -2.447 -2.435 -2.632 0.11
H -0.590 -3.672 -3.693 0.06
```

## Properties
- Maximum force: 1.13 eV/Å
- Highest occupied orbital energy: -9.83 eV

[5]
A molecular structure, C26H29N7RhS2. Source: the Open Molecules 2025 dataset; level of theory: ωB97M-V/def2-TZVPD.

Geometry as XYZ:
```
65
Properties=species:S:1:pos:R:3:mulliken_charge:R:1
Rh 1.091 -1.285 -0.808 -0.22
N 3.311 -3.027 2.475 -0.38
C 2.444 -2.559 1.578 0.56
S 2.529 -3.122 -0.054 -0.41
N 1.523 -1.710 2.078 -1.14
N 0.819 -1.084 1.157 1.52
C -0.501 -0.734 1.578 -0.75
C -0.706 -0.070 2.846 0.92
C -1.818 -0.325 3.660 -0.43
C -2.011 0.385 4.833 -0.90
C -1.101 1.362 5.219 -0.54
C 0.026 1.599 4.440 -0.50
C 0.233 0.879 3.276 -0.54
C -1.497 -1.064 0.622 0.95
C -2.867 -0.775 0.768 -0.36
C -3.755 -1.154 -0.210 -0.77
C -3.292 -1.818 -1.344 -1.04
C -1.930 -2.007 -1.465 -0.23
N -1.048 -1.626 -0.544 -0.21
H 3.990 -3.719 2.209 0.23
H 3.209 -2.769 3.443 0.25
H -2.511 -1.114 3.398 0.68
H -2.868 0.165 5.457 0.45
H -1.257 1.919 6.133 0.45
H 0.750 2.343 4.745 0.43
H 1.109 1.070 2.672 0.17
H -3.213 -0.236 1.636 0.35
H -4.809 -0.934 -0.094 0.47
H -3.960 -2.157 -2.122 0.46
H -1.519 -2.475 -2.349 0.26
C 0.593 -0.340 -3.608 -0.98
N 1.416 -1.371 -2.940 0.42
C 1.150 -2.687 -3.545 -0.92
C 2.856 -1.043 -3.118 -0.94
C 3.252 0.022 -2.148 0.95
C 4.316 0.881 -2.386 -0.95
C 4.706 1.781 -1.405 -0.66
C 4.034 1.823 -0.189 -0.73
C 2.965 0.970 0.048 0.74
C 2.569 0.065 -0.930 -0.21
H 0.789 -0.347 -4.685 0.36
H 0.824 0.639 -3.195 0.35
H -0.461 -0.549 -3.431 0.28
H 1.431 -2.680 -4.602 0.35
H 0.091 -2.923 -3.473 0.23
H 1.722 -3.452 -3.025 0.35
H 3.051 -0.763 -4.158 0.40
H 3.419 -1.956 -2.904 0.47
H 4.842 0.845 -3.333 0.45
H 5.532 2.455 -1.591 0.40
H 4.336 2.531 0.572 0.46
H 2.427 1.030 0.983 0.27
C -3.134 2.000 -1.950 -0.81
N -2.897 2.331 -0.557 0.29
C -3.869 2.708 0.358 -0.30
C -3.253 2.893 1.542 -0.67
N -1.917 2.616 1.331 0.22
C -1.682 2.264 0.043 -0.38
S -0.195 1.837 -0.630 -0.17
H -4.003 2.553 -2.298 0.36
H -3.306 0.929 -2.066 0.21
H -2.258 2.283 -2.528 0.33
H -4.899 2.835 0.078 0.47
H -3.639 3.208 2.494 0.45
H -1.179 2.653 2.017 0.18
```

## Properties
- Energy relative to the best compared isomer or geometry (same formula, charge and spin): 0.000 eV
- Maximum force: 0.55 eV/Å
- Highest occupied orbital energy (alpha / beta): -9.30 / -10.16 eV
- Multiplicity: 5
- Net charge: +1

[6]
A molecular structure, C43H70P2SbSiTeZn. Source: the Open Molecules 2025 dataset; level of theory: ωB97M-V/def2-TZVPD.

Geometry as XYZ:
```
119
Properties=species:S:1:pos:R:3:mulliken_charge:R:1
Zn -0.408 0.080 0.230 2.72
C -0.275 -1.265 3.894 -1.40
Si 0.162 -0.037 2.500 1.74
C -0.954 1.472 2.846 -0.73
C -0.896 2.050 4.127 -0.55
C -1.764 3.046 4.524 -0.80
C -2.722 3.506 3.620 -0.94
C -2.749 2.988 2.342 -0.50
C -1.885 1.964 1.904 0.22
P -2.086 1.636 -0.090 -0.22
C -3.748 0.644 0.192 0.43
C -5.084 1.349 -0.128 -0.64
C -5.952 1.732 1.077 -0.66
C -6.087 0.572 2.063 -1.10
C -4.706 0.191 2.590 -0.37
C -3.816 -0.273 1.437 -0.16
C -2.405 1.368 -2.112 0.10
C -2.969 2.541 -2.916 -1.10
C -3.275 2.133 -4.371 -0.86
C -2.198 1.183 -4.933 -0.87
C -0.881 1.363 -4.182 -0.97
C -1.058 0.940 -2.716 1.55
C 1.987 0.438 2.792 0.63
C 2.539 0.321 4.074 -0.32
C 3.879 0.576 4.324 -0.84
C 4.706 0.970 3.280 -0.96
C 4.184 1.095 2.002 -0.12
C 2.841 0.816 1.738 -0.38
P 2.141 0.934 0.037 -0.44
C 2.983 -0.471 -0.893 0.47
C 2.826 -1.785 -0.122 0.26
C 3.116 -2.992 -1.037 0.76
C 4.162 -2.658 -2.114 -1.08
C 5.149 -1.634 -1.562 -1.05
C 4.446 -0.285 -1.331 -0.71
C 3.019 2.423 -0.639 0.41
C 2.513 2.694 -2.061 -0.50
C 3.324 3.820 -2.723 -1.06
C 3.767 4.883 -1.697 -0.77
C 2.771 4.954 -0.540 -0.76
C 2.790 3.652 0.271 -0.53
H -0.369 -0.749 4.855 0.50
H 0.476 -2.057 3.997 0.38
H -1.241 -1.736 3.683 0.33
H -0.140 1.699 4.826 0.21
H -1.697 3.475 5.518 0.36
H -3.422 4.281 3.911 0.39
H -3.433 3.414 1.617 0.57
H -3.591 -0.061 -0.620 0.62
H -5.685 0.676 -0.755 0.41
H -4.886 2.239 -0.729 -0.09
H -6.939 2.033 0.711 0.48
H -5.527 2.590 1.601 0.16
H -6.540 -0.289 1.554 0.35
H -6.745 0.856 2.890 0.47
H -4.783 -0.610 3.333 0.45
H -4.263 1.051 3.086 0.06
H -4.218 -1.240 1.101 0.52
H -2.804 -0.462 1.804 -1.03
H -3.121 0.548 -2.237 0.29
H -2.247 3.353 -2.916 0.24
H -3.873 2.943 -2.451 0.34
H -3.333 3.039 -4.985 0.46
H -4.256 1.648 -4.427 0.30
H -2.058 1.354 -6.004 0.44
H -2.527 0.145 -4.814 0.30
H -0.574 2.413 -4.230 0.29
H -0.086 0.773 -4.650 0.55
H -0.245 1.381 -2.119 -1.72
H -0.955 -0.151 -2.649 -0.11
H 1.899 0.033 4.901 0.33
H 4.277 0.472 5.327 0.41
H 5.754 1.183 3.460 0.40
H 4.844 1.416 1.206 0.26
H 2.357 -0.557 -1.789 0.44
H 1.810 -1.857 0.277 -1.17
H 3.497 -1.783 0.741 0.13
H 2.188 -3.315 -1.521 -1.19
H 3.479 -3.827 -0.432 0.59
H 3.674 -2.240 -3.000 0.31
H 4.677 -3.566 -2.432 0.56
H 5.992 -1.499 -2.242 0.56
H 5.550 -2.012 -0.616 0.38
H 4.471 0.300 -2.254 0.38
H 5.012 0.272 -0.584 -0.04
H 4.090 2.210 -0.692 0.71
H 1.457 2.973 -1.998 -0.31
H 2.574 1.787 -2.671 0.51
H 2.710 4.289 -3.496 0.46
H 4.208 3.405 -3.218 0.29
H 3.853 5.857 -2.184 0.45
H 4.757 4.635 -1.299 0.30
H 1.766 5.110 -0.940 0.07
H 2.997 5.801 0.112 0.55
H 1.838 3.560 0.799 -0.10
H 3.578 3.690 1.029 0.36
Te -1.112 3.838 -0.372 -0.54
C 0.212 -5.124 1.886 -1.35
C 0.650 -3.861 1.149 1.15
Sb -0.508 -3.243 -0.595 -0.20
C 0.167 -4.730 -2.062 -1.05
C 0.985 -5.908 -1.539 -0.97
C -2.386 -4.183 0.001 -0.86
C -2.519 -5.674 -0.299 -1.12
H 0.821 -5.269 2.783 0.43
H 0.326 -6.016 1.267 0.26
H -0.828 -5.062 2.211 0.31
H 1.686 -3.951 0.816 -0.06
H 0.597 -2.997 1.817 -0.82
H 0.755 -4.155 -2.780 0.53
H -0.728 -5.073 -2.585 0.65
H 1.861 -5.564 -0.983 0.19
H 1.342 -6.527 -2.367 0.42
H 0.395 -6.548 -0.881 0.23
H -3.175 -3.616 -0.496 0.52
H -2.476 -3.985 1.071 0.38
H -2.480 -5.868 -1.373 0.30
H -3.477 -6.057 0.068 0.39
H -1.726 -6.253 0.177 0.15
```

## Properties
- Energy relative to the best compared isomer or geometry (same formula, charge and spin): 0.904 eV
- Maximum force: 1.70 eV/Å
- Highest occupied orbital energy: -2.94 eV
- Net charge: -1

[7]
C3H4N4O in the gas phase. Source: the Open Molecules 2025 dataset; level of theory: ωB97M-V/def2-TZVPD.

Geometry as XYZ:
```
12
Properties=species:S:1:pos:R:3:mulliken_charge:R:1
C 0.445 0.499 -0.172 0.58
C -0.629 1.344 0.060 -0.36
C -1.897 0.806 0.094 -0.05
H 3.704 0.121 0.057 0.27
H 2.826 -1.338 -0.239 0.26
H -0.481 2.549 0.448 0.22
H -2.971 1.197 0.411 0.32
N 2.678 -0.303 0.189 -0.48
N 1.741 0.694 -0.277 -0.39
N -0.960 -1.352 0.038 -0.11
N 0.219 -0.929 0.210 -0.11
O -2.042 -0.649 -0.210 -0.13
```

## Properties
- Energy relative to the best compared isomer or geometry (same formula, charge and spin): 6.914 eV
- Maximum force: 6.97 eV/Å
- Highest occupied orbital energy: -8.58 eV
- SMILES: N/N=c1/cconn1

[8]
2 unconnected molecules or ions with the total composition CHIS2. Source: the Open Molecules 2025 dataset; level of theory: ωB97M-V/def2-TZVPD.

Geometry as XYZ:
```
5
Properties=species:S:1:pos:R:3:mulliken_charge:R:1
C -2.336 -2.699 1.598 0.50
S -1.337 -3.748 1.021 -0.25
S -3.234 -1.491 1.883 -0.25
I -0.822 0.719 -1.123 -0.09
H 0.498 -0.049 -1.065 0.09
```

## Properties
- Energy relative to the best compared isomer or geometry (same formula, charge and spin): 0.163 eV
- Maximum force: 1.85 eV/Å
- Highest occupied orbital energy: -9.66 eV